C21H19N5OPd | wB97M-V/def2-TZVPD

The geometry in XYZ format:
```
47
Properties=species:S:1:pos:R:3:forces:R:3
Pd -2.0999 -0.1207 0.5789 -0.04 -0.24 -0.31
C -3.6238 3.1713 0.4389 -0.07 0.01 -0.03
C -2.7859 3.8941 -0.3946 0.05 -0.03 -0.06
C -2.1948 3.2657 -1.4783 -0.07 0.01 0.07
C -2.4135 1.9042 -1.6673 0.05 0.02 -0.10
N -3.2871 1.2126 -0.9133 0.06 -0.04 0.38
C -3.8744 1.8467 0.1135 -0.17 0.21 -0.03
N -1.7145 1.2478 -2.6847 0.01 0.00 0.00
C -1.0055 0.2418 -2.3407 -0.10 -0.04 0.07
N -0.8556 -0.2479 -1.0598 0.20 0.20 -0.03
C 0.0425 -1.2552 -1.0547 0.03 -0.06 0.14
N 0.5181 -1.8084 0.0220 -0.06 0.01 -0.01
C -0.0817 -1.6348 1.2102 0.08 0.09 0.00
C 0.8221 -1.1499 2.3275 0.08 0.08 -0.14
C 0.1633 -1.1853 3.6623 -0.18 -0.02 0.06
C -1.1749 -1.2625 3.7415 0.13 0.00 0.04
C -1.9658 -1.5599 2.5804 -0.14 -0.07 -0.15
N -1.3859 -1.8705 1.3871 -0.10 -0.05 0.16
C 0.5142 -1.4923 -2.4357 0.00 -0.02 -0.12
C 1.4123 -2.3984 -2.9631 -0.04 0.05 0.01
C 1.6355 -2.3480 -4.3355 0.02 -0.02 -0.03
C 0.9815 -1.4178 -5.1384 0.02 -0.01 -0.03
C 0.0826 -0.5029 -4.5985 0.00 -0.01 0.07
C -0.1359 -0.5586 -3.2373 0.02 -0.06 -0.10
H -4.1005 3.6152 1.3010 0.00 0.04 -0.02
H -2.5885 4.9417 -0.2075 -0.01 0.00 0.02
H -1.5392 3.7921 -2.1562 0.01 -0.01 -0.01
H -4.6270 1.2788 0.6505 0.08 -0.04 0.03
H 1.7536 -1.7190 2.2944 -0.03 -0.06 0.04
H 0.7794 -1.1055 4.5477 0.01 0.10 -0.01
H -1.6849 -1.2136 4.6952 0.03 0.02 0.02
H -2.9756 -1.9277 2.7119 0.03 -0.02 -0.02
H 1.9171 -3.1170 -2.3319 0.00 -0.01 0.01
H 2.3281 -3.0438 -4.7910 0.00 0.00 0.00
H 1.1796 -1.4086 -6.2024 0.00 0.00 0.00
H -0.4269 0.2253 -5.2146 -0.01 0.01 0.00
C 3.0659 0.4651 3.3668 0.02 0.00 0.00
C 2.4493 0.6354 1.9868 0.04 0.00 -0.08
C 3.2750 -0.0250 0.8922 0.05 0.03 0.00
O 1.0809 0.2181 1.9493 0.07 -0.11 0.13
H 4.0384 0.9579 3.4037 0.01 0.00 -0.01
H 3.2277 -0.5887 3.6062 -0.02 0.00 0.01
H 2.4261 0.9051 4.1316 0.00 0.01 0.00
H 2.3802 1.7028 1.7647 -0.04 -0.01 0.02
H 3.4710 -1.0786 1.1005 -0.04 -0.01 0.00
H 4.2407 0.4768 0.8044 0.00 0.00 0.01
H 2.7570 0.0420 -0.0635 0.00 0.01 -0.01
```
Forces are in eV/Å.

Results
energy: -1288.48212 a.u.
largest force on an atom: 0.39 eV/Å
energy relative to the best compared isomer or geometry (same formula, charge and spin): 63.1 kcal/mol
HOMO-LUMO gap (spin up / spin down): 6.79 / 6.66 eV
total charge: 0
molar mass: 463.84 g mol⁻¹

Charges obtained by natural (NBO) population analysis, quoted in units of e: Pd 0.648; C -0.284; C -0.148; C -0.261; C 0.365; N -0.496; C 0.010; N -0.472; C 0.452; N -0.654; C 0.462; N -0.514; C 0.508; C -0.031; C -0.210; C -0.238; C -0.127; N -0.537; C -0.018; C -0.197; C -0.201; C -0.201; C -0.165; C -0.090; H 0.224; H 0.219; H 0.230; H 0.209; H 0.212; H 0.212; H 0.219; H 0.211; H 0.229; H 0.216; H 0.216; H 0.231; C -0.642; C 0.106; C -0.639; O -0.525; H 0.218; H 0.200; H 0.220; H 0.191; H 0.203; H 0.212; H 0.227